*one*
Formula: C31H46N5O2S3SeSiZr
Source: the OMol25 dataset
Level of theory: the ωB97M-V functional and the def2-TZVPD basis

Structure (XYZ):
```
90
C31H46N5O2S3SeSiZr | the OMol25 dataset | the ωB97M-V functional and the def2-TZVPD basis
Zr 0.701 -0.430 -0.262
C 3.197 0.809 1.658
C 2.369 -0.147 2.539
N 1.764 -1.239 1.749
C 2.601 -2.448 1.625
C 3.799 -2.266 0.702
S 3.349 -1.571 -0.947
C 4.409 -0.081 -1.010
C 3.599 1.183 -0.732
N 2.580 0.983 0.323
H 4.203 0.408 1.529
H 3.312 1.761 2.190
H 1.562 0.416 3.022
H 3.012 -0.545 3.335
H 0.930 -1.548 2.255
H 1.954 -3.246 1.242
H 2.981 -2.776 2.604
H 4.270 -3.233 0.528
H 4.551 -1.622 1.148
H 4.832 -0.043 -2.015
H 5.239 -0.226 -0.321
H 3.062 1.467 -1.640
H 4.291 1.993 -0.462
H 2.038 1.850 0.321
O -0.909 -1.089 0.889
S -2.431 -1.022 0.653
C -3.115 0.153 1.904
C -2.575 0.058 3.318
C -1.150 0.610 3.440
C -1.059 2.105 3.130
S 0.101 2.466 1.722
O -0.154 1.373 0.655
C -0.728 3.948 1.117
C -0.389 5.170 1.683
C -1.048 6.311 1.253
C -2.015 6.225 0.260
C -2.338 4.996 -0.298
C -1.695 3.845 0.132
C -2.982 -2.581 1.363
C -2.062 -3.428 1.953
C -2.477 -4.656 2.441
C -3.804 -5.037 2.319
C -4.718 -4.186 1.715
C -4.310 -2.956 1.225
H -4.183 -0.055 1.892
H -2.948 1.139 1.472
H -2.589 -0.985 3.645
H -3.238 0.616 3.983
H -0.528 0.059 2.731
H -0.789 0.407 4.450
H -0.638 2.668 3.961
H -2.032 2.532 2.894
H 0.368 5.231 2.450
H -0.807 7.263 1.699
H -2.519 7.118 -0.075
H -3.095 4.929 -1.064
H -1.920 2.876 -0.297
H -1.024 -3.130 2.018
H -1.765 -5.310 2.919
H -4.125 -5.997 2.693
H -5.750 -4.481 1.626
H -5.013 -2.296 0.737
Se -2.842 -2.026 -2.896
N -2.079 -3.415 -3.550
C -0.930 -3.653 -2.931
C -0.018 -4.683 -3.209
C 1.098 -4.742 -2.410
C 1.294 -3.803 -1.388
N 0.498 -2.766 -1.119
C -0.620 -2.711 -1.886
N -1.534 -1.750 -1.735
H -0.208 -5.376 -4.013
H 1.844 -5.507 -2.561
H 2.168 -3.919 -0.763
C 0.286 1.079 -5.248
Si 0.660 1.790 -3.516
C 2.291 2.780 -3.551
C -0.741 2.997 -3.049
C 0.593 0.277 -2.336
H 0.228 1.872 -5.985
H -0.666 0.554 -5.263
H 1.053 0.386 -5.581
H 2.210 3.483 -4.375
H 3.173 2.179 -3.750
H 2.455 3.374 -2.656
H -0.928 3.663 -3.885
H -0.487 3.621 -2.199
H -1.674 2.484 -2.832
H 1.190 -0.517 -2.832
H -0.467 -0.012 -2.468
```

Summary:
HOMO-LUMO gap, Ha: 0.272
Total charge: +3

=====

*two*
Formula: C31H46N5O2S3SeSiZr
Source: the OMol25 dataset
Level of theory: the ωB97M-V functional and the def2-TZVPD basis

Structure (XYZ):
```
90
C31H46N5O2S3SeSiZr | the OMol25 dataset | the ωB97M-V functional and the def2-TZVPD basis
Zr 0.325 0.397 -0.795
C -0.650 2.423 -3.269
C -0.474 3.124 -1.929
N 0.812 2.785 -1.278
C 1.985 3.578 -1.747
C 2.430 3.444 -3.193
S 2.872 1.773 -3.744
C 1.602 1.404 -4.977
C 0.411 0.578 -4.508
N -0.219 0.998 -3.222
H -1.693 2.504 -3.580
H -0.071 2.935 -4.029
H -0.589 4.203 -2.063
H -1.269 2.810 -1.241
H 0.713 3.084 -0.312
H 1.775 4.637 -1.566
H 2.813 3.306 -1.093
H 1.717 3.874 -3.893
H 3.333 4.049 -3.289
H 1.303 2.339 -5.448
H 2.103 0.836 -5.762
H -0.344 0.608 -5.300
H 0.708 -0.461 -4.393
H -1.071 0.447 -3.187
O -0.139 1.467 0.943
S -0.517 2.355 2.174
C -2.304 2.612 2.112
C -3.270 1.478 2.421
C -3.277 0.328 1.415
C -3.846 0.749 0.066
S -3.227 -0.240 -1.301
O -1.684 -0.083 -1.155
C -3.656 -1.873 -0.783
C -4.947 -2.258 -1.134
C -5.386 -3.512 -0.742
C -4.534 -4.359 -0.043
C -3.241 -3.962 0.272
C -2.787 -2.702 -0.095
C -0.239 1.447 3.647
C 0.475 2.151 4.613
C 0.713 1.553 5.842
C 0.253 0.268 6.083
C -0.443 -0.435 5.101
C -0.697 0.149 3.875
H -2.461 3.072 1.133
H -2.416 3.419 2.844
H -4.265 1.929 2.478
H -3.067 1.091 3.420
H -3.868 -0.497 1.811
H -2.262 -0.050 1.275
H -3.600 1.777 -0.213
H -4.933 0.650 0.010
H -5.594 -1.607 -1.712
H -6.386 -3.834 -0.999
H -4.878 -5.343 0.246
H -2.582 -4.634 0.804
H -1.787 -2.375 0.149
H 0.839 3.151 4.410
H 1.260 2.090 6.604
H 0.441 -0.198 7.041
H -0.790 -1.440 5.302
H -1.225 -0.402 3.110
Se 4.408 0.928 -0.322
N 5.116 -0.238 -1.416
C 4.143 -0.935 -1.973
C 4.256 -2.017 -2.895
C 3.096 -2.600 -3.307
C 1.831 -2.119 -2.857
N 1.681 -1.112 -2.030
C 2.834 -0.551 -1.565
N 2.729 0.420 -0.680
H 5.228 -2.351 -3.232
H 3.107 -3.436 -3.991
H 0.927 -2.599 -3.217
C 3.357 -2.613 0.812
Si 1.957 -1.798 1.762
C 1.262 -3.066 2.945
C 2.613 -0.316 2.716
C 0.563 -1.314 0.570
H 3.864 -3.310 1.484
H 4.126 -1.916 0.473
H 3.009 -3.201 -0.042
H 1.998 -3.324 3.709
H 1.003 -3.988 2.421
H 0.365 -2.710 3.456
H 3.669 -0.466 2.954
H 2.089 -0.195 3.665
H 2.525 0.626 2.168
H 0.382 -2.228 -0.015
H -0.328 -1.175 1.202
```

Summary:
HOMO-LUMO gap, Ha: 0.257
Total charge: +3

=====

Stability, highest: *two*

=====

*one*
Formula: C6H6N
Source: the OMol25 dataset
Level of theory: the ωB97M-V functional and the def2-TZVPD basis

Structure (XYZ):
```
13
C6H6N | the OMol25 dataset | the ωB97M-V functional and the def2-TZVPD basis
C 2.772 0.337 -1.243
C -1.866 -1.437 1.767
C 1.762 0.425 -0.581
C -0.733 0.952 -0.484
C 0.522 0.534 0.194
C -0.566 -0.514 -0.136
N -1.285 -1.031 0.863
H 3.655 0.287 -1.810
H -2.416 -1.833 2.582
H -1.457 1.523 0.079
H -0.699 1.195 -1.538
H 0.671 0.786 1.236
H -0.363 -1.226 -0.928
```

Summary:
HOMO-LUMO gap, Ha: 0.334
Total charge: +1
SMILES: C#C[C@H]1C[C@@H]1[N+]#C

=====

*two*
Formula: C6H6N
Source: the OMol25 dataset
Level of theory: the ωB97M-V functional and the def2-TZVPD basis

Structure (XYZ):
```
13
C6H6N | the OMol25 dataset | the ωB97M-V functional and the def2-TZVPD basis
C 4.729 0.751 0.238
C 4.812 -0.593 0.023
C -0.443 -0.403 0.758
C -2.958 -0.243 0.433
C 3.540 -0.020 0.365
C -3.738 0.152 -0.720
N -1.626 -0.308 0.583
H 5.368 1.630 -0.032
H 5.607 -1.370 0.169
H -3.561 -0.427 1.238
H -3.020 0.450 -1.522
H -4.328 1.023 -0.418
H -4.381 -0.644 -1.116
```

Summary:
HOMO-LUMO gap, Ha: 0.110
Total charge: +1

=====

*three*
Formula: C6H6N
Source: the OMol25 dataset
Level of theory: the ωB97M-V functional and the def2-TZVPD basis

Structure (XYZ):
```
13
C6H6N | the OMol25 dataset | the ωB97M-V functional and the def2-TZVPD basis
C -0.504 -0.554 -0.548
C -0.369 -1.605 -1.283
C 1.544 1.835 1.020
C 0.271 0.663 -0.806
C -1.571 -0.787 1.509
C 0.547 1.135 0.423
N -1.430 -0.530 0.401
H -1.042 -2.340 -1.535
H 0.506 -1.757 -1.895
H 1.814 2.699 1.691
H 2.388 1.298 0.567
H 0.125 1.149 -1.748
H -2.280 -1.206 2.204
```

Summary:
HOMO-LUMO gap (alpha / beta), Ha: 0.281 / 0.281
Total charge: +1
SMILES: C#[N+]C(=C)C=C=C

=====

Stability, highest: *one*

=====

*one*
Formula: C5H6FN
Source: the OMol25 dataset
Level of theory: the ωB97M-V functional and the def2-TZVPD basis

Structure (XYZ):
```
13
C5H6FN | the OMol25 dataset | the ωB97M-V functional and the def2-TZVPD basis
C 0.774 -0.784 0.478
C -0.467 0.005 0.291
C -1.625 -0.548 -0.025
C -0.371 1.435 0.207
C -0.184 2.639 0.155
H 1.101 -1.498 -1.470
H 1.791 -0.043 -1.101
H 1.354 -0.248 1.186
H 0.493 -1.770 1.027
H -2.562 -0.020 -0.161
H -0.029 3.678 0.151
N 1.558 -0.953 -0.722
F -1.834 -1.892 -0.018
```

Summary:
HOMO-LUMO gap, Ha: 0.370
Total charge: 0
SMILES: C#C/C(=C/F)CN

=====

*two*
Formula: C5H6FN
Source: the OMol25 dataset
Level of theory: the ωB97M-V functional and the def2-TZVPD basis

Structure (XYZ):
```
13
C5H6FN | the OMol25 dataset | the ωB97M-V functional and the def2-TZVPD basis
C -0.931 -0.674 -0.173
C -0.100 -0.363 0.995
C 0.457 -0.300 -0.957
C 0.401 1.058 -0.593
C 0.003 1.177 0.679
H -0.869 -1.858 -0.265
H -0.298 -0.602 2.019
H 1.889 -0.438 0.501
H 0.750 -0.733 -2.018
H 0.495 1.750 -1.465
H -0.745 1.973 1.211
N 1.061 -0.908 0.284
F -2.114 -0.082 -0.220
```

Summary:
HOMO-LUMO gap, Ha: 0.359
Total charge: 0

=====

Stability, highest: *one*

=====

*one*
Formula: C4H8N3S
Source: the OMol25 dataset
Level of theory: the ωB97M-V functional and the def2-TZVPD basis

Structure (XYZ):
```
16
C4H8N3S | the OMol25 dataset | the ωB97M-V functional and the def2-TZVPD basis
C 1.179 -0.440 0.011
C -0.196 -0.718 0.093
C 2.413 -1.262 -0.015
C 1.771 0.826 0.005
N -1.126 2.063 0.075
N -2.532 -0.234 -0.145
N -1.224 0.040 -0.234
S 3.291 0.425 -0.312
H -0.531 -1.665 0.364
H 2.600 -1.672 0.979
H 2.454 -2.109 -0.674
H 1.225 1.697 0.301
H -1.677 2.181 0.914
H -1.808 2.275 -0.701
H -2.810 -1.044 0.392
H -3.030 -0.364 -1.051
```

Summary:
HOMO-LUMO gap (alpha / beta), Ha: 0.246 / 0.266
Total charge: +1

=====

*two*
Formula: C4H8N3S
Source: the OMol25 dataset
Level of theory: the ωB97M-V functional and the def2-TZVPD basis

Structure (XYZ):
```
16
C4H8N3S | the OMol25 dataset | the ωB97M-V functional and the def2-TZVPD basis
C -1.847 1.062 -0.132
C -0.359 -0.731 -0.625
C -1.836 -0.262 -0.601
C 0.940 0.636 1.051
N -1.627 2.088 0.354
N 0.386 -0.446 0.578
N 1.305 1.753 0.451
S -2.742 -1.399 0.566
H -0.291 -1.854 -0.819
H 0.167 -0.294 -1.628
H -2.231 -0.339 -1.608
H 1.208 0.552 2.153
H 0.545 -1.391 1.152
H 1.729 2.530 0.824
H 1.034 1.913 -0.472
H -3.875 -0.686 0.768
```

Summary:
HOMO-LUMO gap, Ha: 0.355
Total charge: +1
SMILES: N#C[C@H](S)CNC=[NH2+]

=====

Stability, highest: *two*

=====

*one*
Formula: C3H10O2S2
Source: the OMol25 dataset
Level of theory: the ωB97M-V functional and the def2-TZVPD basis

Structure (XYZ):
```
17
C3H10O2S2 | the OMol25 dataset | the ωB97M-V functional and the def2-TZVPD basis
C 0.294 2.052 0.257
C 0.543 0.602 -0.048
O -0.109 -0.180 0.954
C -1.184 2.444 0.137
S -1.271 4.216 0.491
S 0.585 -3.102 0.093
H 0.600 2.349 1.251
H 0.905 2.715 -0.348
H 1.605 0.359 -0.084
H 0.167 0.363 -1.056
H -0.057 -1.102 0.658
H -1.525 2.268 -0.879
H -1.764 1.806 0.794
H -2.598 4.355 0.578
H 0.648 -6.660 -0.527
H 1.887 -5.894 -1.007
O 1.273 -6.591 -1.264
```

Summary:
HOMO-LUMO gap, Ha: 0.158
Total charge: 0

=====

*two*
Formula: C3H10O2S2
Source: the OMol25 dataset
Level of theory: the ωB97M-V functional and the def2-TZVPD basis

Structure (XYZ):
```
17
C3H10O2S2 | the OMol25 dataset | the ωB97M-V functional and the def2-TZVPD basis
C 0.459 0.965 0.916
C 1.170 1.666 -0.223
O 0.390 1.691 -1.407
C 0.124 -0.492 0.577
S -0.065 -1.530 2.070
S -2.030 -1.271 2.546
H -0.486 1.496 1.118
H 0.992 1.061 1.866
H 1.484 2.674 0.080
H 2.081 1.138 -0.503
H -0.446 2.144 -1.257
H 0.903 -0.950 -0.040
H -0.827 -0.572 0.063
H -2.608 -2.373 2.040
H 0.016 -2.549 -2.551
H -0.650 -1.303 -3.059
O -0.507 -1.796 -2.237
```

Summary:
HOMO-LUMO gap, Ha: 0.350
Total charge: 0
SMILES: OCCCSS.O

=====

Stability, highest: *two*